No. 1
{
  "formula": "C41H54N3O3P2Ti",
  "method": "wB97M-V/def2-TZVPD",
  "species": ["Ti", "O", "C", "C", "C", "C", "C", "C", "C", "N", "C", "C", "N", "C", "C", "C", "C", "C", "C", "C", "O", "H", "H", "H", "H", "H", "H", "H", "H", "H", "H", "H", "H", "H", "H", "C", "C", "C", "P", "C", "C", "C", "C", "C", "C", "C", "C", "C", "C", "N", "C", "C", "C", "C", "C", "C", "C", "C", "C", "H", "H", "H", "H", "H", "H", "H", "H", "H", "H", "H", "H", "H", "H", "H", "H", "H", "H", "H", "H", "H", "H", "H", "H", "H", "H", "H", "H", "H", "H", "H", "C", "P", "C", "C", "O", "H", "H", "H", "H", "H", "H", "H", "H", "H"],
  "xyz": [[-0.856, 0.811, -0.104], [-0.603, 0.841, 1.676], [-0.109, 1.709, 2.520], [-0.122, 1.438, 3.892], [0.356, 2.350, 4.824], [0.860, 3.574, 4.397], [0.894, 3.873, 3.056], [0.431, 2.968, 2.073], [0.486, 3.289, 0.707], [0.211, 2.436, -0.274], [0.315, 2.906, -1.629], [0.341, 1.625, -2.480], [-0.851, 0.952, -2.045], [-1.918, 1.129, -2.835], [-3.211, 1.409, -2.374], [-4.305, 1.396, -3.268], [-5.537, 1.891, -2.912], [-5.714, 2.431, -1.645], [-4.661, 2.447, -0.732], [-3.401, 1.913, -1.033], [-2.429, 1.955, -0.160], [-0.520, 0.481, 4.216], [0.327, 2.107, 5.878], [1.226, 4.283, 5.129], [1.297, 4.823, 2.728], [0.839, 4.287, 0.433], [1.187, 3.560, -1.777], [-0.586, 3.483, -1.907], [1.225, 1.031, -2.221], [0.332, 1.855, -3.563], [-1.747, 1.146, -3.920], [-4.148, 1.000, -4.263], [-6.356, 1.881, -3.620], [-6.674, 2.843, -1.363], [-4.820, 2.906, 0.237], [3.041, -0.384, 2.538], [3.902, 0.382, 1.539], [5.062, -0.527, 1.141], [2.687, 1.018, 0.207], [3.775, 2.352, -0.684], [5.250, 2.456, -0.295], [3.686, 2.405, -2.214], [2.655, -0.440, -0.895], [3.765, -0.745, -1.672], [3.848, -1.877, -2.465], [4.988, -2.104, -3.419], [2.835, -2.819, -2.307], [1.750, -2.571, -1.506], [1.519, -1.311, -0.878], [0.345, -1.031, -0.271], [-0.514, -2.144, -0.106], [-1.275, -2.690, -1.163], [-1.283, -2.050, -2.518], [-2.059, -3.813, -0.952], [-2.109, -4.461, 0.273], [-2.931, -5.705, 0.472], [-1.365, -3.924, 1.310], [-0.587, -2.790, 1.141], [0.183, -2.256, 2.309], [3.629, -0.677, 3.411], [2.676, -1.283, 2.050], [2.191, 0.212, 2.863], [4.286, 1.283, 2.034], [4.683, -1.393, 0.603], [5.564, -0.878, 2.045], [5.803, -0.034, 0.520], [3.290, 3.260, -0.295], [5.830, 1.651, -0.737], [5.403, 2.449, 0.780], [5.652, 3.396, -0.679], [3.884, 1.442, -2.669], [4.425, 3.115, -2.589], [2.714, 2.729, -2.562], [4.620, -0.085, -1.625], [5.648, -1.236, -3.449], [4.600, -2.277, -4.426], [5.577, -2.978, -3.127], [2.909, -3.773, -2.815], [1.028, -3.364, -1.373], [-0.267, -1.827, -2.849], [-1.840, -1.114, -2.457], [-1.764, -2.696, -3.255], [-2.642, -4.205, -1.777], [-3.555, -5.895, -0.399], [-3.576, -5.619, 1.347], [-2.282, -6.570, 0.625], [-1.387, -4.405, 2.282], [-0.268, -2.557, 3.256], [0.219, -1.169, 2.237], [1.201, -2.645, 2.290], [-3.655, 1.022, 2.343], [-3.651, -0.460, 1.270], [-3.595, -1.829, 2.494], [-5.291, -0.625, 0.460], [-2.574, -0.601, 0.264], [-4.494, 0.984, 3.035], [-3.700, 1.919, 1.734], [-2.715, 1.036, 2.893], [-4.463, -1.811, 3.147], [-2.687, -1.726, 3.084], [-3.548, -2.769, 1.950], [-6.109, -0.674, 1.172], [-5.254, -1.543, -0.123], [-5.436, 0.215, -0.217]],
  "mulliken_charge": [-1.695, 1.148, -0.006, -0.105, -0.773, -0.764, -1.002, 0.560, -0.756, 1.405, -1.467, -0.218, 1.231, -1.575, 1.487, -0.883, -0.694, -0.565, -1.093, 0.771, -0.177, 0.382, 0.419, 0.381, 0.386, 0.192, 0.808, 0.415, -0.528, 0.425, 0.213, 0.388, 0.363, 0.393, 0.326, -1.598, 0.537, -1.750, 1.330, 0.497, -1.800, -1.328, -0.331, -0.583, 0.713, -1.886, -1.027, -0.462, -0.590, 1.246, -0.218, 1.097, -1.025, -1.133, 1.037, -1.702, -1.092, 0.631, -1.060, 0.583, 0.178, 0.230, 0.707, 0.268, 0.521, 0.234, 0.477, 0.217, 0.360, 0.525, 0.165, 0.575, 0.132, 0.393, 0.355, 0.361, 0.326, 0.381, 0.428, 0.014, -0.074, 0.565, 0.238, 0.386, 0.344, 0.317, 0.277, 0.507, -0.634, 0.503, -0.810, 1.469, -0.866, -1.045, -0.605, 0.569, -0.013, -0.046, 0.574, 0.144, 0.035, 0.462, 0.306, 0.076],
  "total_charge": -1,
  "e_lumo_ev": [2.61, 2.61],
  "spin_multiplicity": 3,
  "s_squared": 2.0574,
  "de_lowest_kcal_mol": 28.71
}

No. 2
{
  "formula": "CH2AlO3",
  "method": "wB97M-V/def2-TZVPD",
  "species": ["O", "C", "O", "Al", "H", "O", "H"],
  "xyz": [[0.083, -2.277, 1.757], [-0.227, -1.017, 1.706], [-0.727, -0.559, 2.813], [-0.466, -2.222, 3.481], [0.003, 0.045, 0.144], [0.161, 0.661, -0.820], [-0.368, 1.458, -0.724]],
  "mulliken_charge": [-0.216, -0.042, -0.203, 0.529, 0.536, -0.051, 0.446],
  "total_charge": 1,
  "e_lumo_ev": [-6.67, -10.13],
  "spin_multiplicity": 1
}

- What is the formula in the first record?
  C41H54N3O3P2Ti

- Which formula does entry 2 have?
  CH2AlO3